Entry 1:
The following is a quantum chemistry calculation of 4 unconnected molecules or ions with the total composition CH10NO3, from the Open Molecules 2025 dataset.

Computed properties:
HOMO-LUMO gap = 9.784 eV
DFT total energy = -8824.4849 eV
maximum force = 0.070 Eh/bohr
E_LUMO = -5.046 eV
charge = +1
energy above the lowest of the compared OMol25 structures with the same formula, charge and spin = 15.6 kcal per mole

Geometry as XYZ:
```
15
Properties=species:S:1:pos:R:3:forces:R:3:nbo_charge:R:1
C -0.217033 -1.281584 1.261300 -0.30 -0.45 0.08 0.12
N -0.733935 -0.731186 0.219104 1.34 1.72 1.97 -0.60
H 0.559879 -0.701311 1.867820 -0.96 -1.22 -1.08 0.24
H -0.603581 -2.321416 1.531067 0.68 1.64 -0.05 0.25
H -1.610840 -1.091683 -0.143393 -0.20 -0.41 -0.77 0.47
H -0.343177 0.237795 -0.015717 -0.68 -1.46 -0.45 0.48
H 3.166452 4.144427 0.410810 0.67 0.98 0.33 0.49
H 2.217219 3.285980 1.262952 -0.94 0.05 2.99 0.47
O 2.577476 3.414839 0.438415 0.22 -1.20 -3.41 -0.96
H 1.941103 0.179835 -1.259667 -1.54 0.47 -0.33 0.48
H 1.891665 1.592169 -0.941817 -1.64 -0.17 -0.35 0.51
O 1.229530 0.885329 -1.222561 3.06 -0.16 1.01 -0.97
H -3.010704 -2.334745 -1.818197 -0.11 -0.09 -0.54 0.49
H -3.958498 -2.877777 -0.718760 1.08 0.65 -0.17 0.51
O -3.105555 -2.400673 -0.871356 -0.68 -0.34 0.77 -0.98
```
Positions in Å, forces in eV/Å.

Entry 2:
The following is a quantum chemistry calculation of 4 unconnected molecules or ions with the total composition CH10NO3, from the Open Molecules 2025 dataset.

Computed properties:
HOMO-LUMO gap = 10.288 eV
DFT total energy = -8823.6511 eV
maximum force = 0.126 Eh/bohr
E_LUMO = -5.155 eV
charge = +1
energy above the lowest of the compared OMol25 structures with the same formula, charge and spin = 34.9 kcal per mole

Geometry as XYZ:
```
15
Properties=species:S:1:pos:R:3:forces:R:3:nbo_charge:R:1
C 2.386310 0.401623 -0.535867 0.05 -1.02 -1.20 0.14
N 1.579582 0.624126 -1.502300 -0.87 0.79 -0.18 -0.63
H 2.626545 1.327811 -0.081458 1.90 0.27 0.84 0.22
H 2.768207 -0.651173 -0.379586 -1.04 1.30 0.83 0.25
H 0.656166 0.015447 -1.578443 0.71 -0.13 -1.58 0.49
H 1.629574 1.610391 -1.889756 -1.09 -1.40 0.96 0.43
H -1.139009 0.201178 1.168609 0.15 -2.06 1.11 0.50
H -1.566069 1.563006 1.248516 -1.26 2.25 1.41 0.49
O -1.220923 0.968369 0.641959 1.14 -0.60 -2.60 -0.97
H -1.955181 -2.044798 2.424304 -1.71 -1.67 0.17 0.49
H -1.156632 -1.043987 3.171020 0.31 0.61 1.84 0.48
O -1.298971 -1.404178 2.326530 1.49 1.18 -2.00 -0.96
H -1.253741 -0.156165 -0.875246 1.25 -1.62 -3.18 0.54
H -1.296848 -0.736105 -2.435357 -2.10 -0.01 -2.45 0.50
O -0.759004 -0.675544 -1.702931 1.06 2.12 6.04 -0.97
```
Positions in Å, forces in eV/Å.

Entry 3:
The following is a quantum chemistry calculation of 4 unconnected molecules or ions with the total composition CH10NO4, from the Open Molecules 2025 dataset.

Computed properties:
HOMO-LUMO gap = 7.899 eV
DFT total energy = -10880.3126 eV
maximum force = 0.048 Eh/bohr
E_LUMO = 3.863 eV
charge = -1
energy above the lowest of the compared OMol25 structures with the same formula, charge and spin = 13.3 kcal per mole

Geometry as XYZ:
```
16
Properties=species:S:1:pos:R:3:forces:R:3:nbo_charge:R:1
N -2.303704 0.038083 -0.503189 1.09 1.78 -1.30 -0.91
C -0.836516 -0.255372 -0.825091 0.14 -0.66 0.50 0.12
O 0.067502 0.471401 -0.112666 0.09 0.17 -0.10 -0.98
H -2.572711 -0.172900 0.452670 0.60 0.12 0.08 0.35
H -2.273028 1.112379 -0.578112 -0.43 -2.10 0.45 0.34
H -0.581314 -1.359075 -0.673374 -0.97 0.64 -0.18 0.09
H -0.736785 -0.083542 -1.928016 -0.32 0.02 0.38 0.09
H 1.623080 -1.879072 0.930441 0.03 0.12 0.26 0.44
H 0.800709 -0.574917 0.800990 0.00 0.59 0.26 0.50
O 1.316426 -1.140559 1.472767 0.04 -0.50 -0.34 -1.03
H 2.314568 -0.079390 -1.191792 -0.43 0.15 0.22 0.51
H 3.073036 0.054572 -2.521076 -0.15 0.01 0.14 0.46
O 3.048441 -0.445180 -1.699631 0.33 -0.12 -0.21 -0.97
H -0.669456 1.661506 1.456739 -0.09 -0.31 -0.61 0.51
H -0.972125 0.957348 2.722836 -0.11 -0.05 0.05 0.46
O -1.298117 1.694712 2.196510 0.19 0.14 0.40 -0.99
```
Positions in Å, forces in eV/Å.

Entry 4:
The following is a quantum chemistry calculation of 4 unconnected molecules or ions with the total composition CH10NO4, from the Open Molecules 2025 dataset.

Computed properties:
HOMO-LUMO gap (spin up / spin down) = 10.192 / 5.287 eV
spin multiplicity = 2
DFT total energy = -10875.8373 eV
maximum force = 0.103 Eh/bohr
E_LUMO (spin up / spin down) = 0.185 / -4.320 eV
charge = 0
energy above the lowest of the compared OMol25 structures with the same formula, charge and spin = 27.5 kcal per mole

Geometry as XYZ:
```
16
Properties=species:S:1:pos:R:3:forces:R:3:nbo_charge:R:1
N -1.353344 -0.128883 -0.801959 0.53 3.92 3.51 -0.73
C -1.619806 -0.780030 0.461779 -0.13 -1.29 0.69 0.08
O -2.097066 0.039731 1.491432 1.27 1.06 -0.82 -0.72
H -1.239446 -0.784091 -1.448698 0.39 -3.54 -3.70 0.35
H -0.418752 0.358670 -0.748054 -0.95 -0.05 -0.06 0.34
H -2.298969 -1.642166 0.325659 -0.23 0.73 -0.21 0.18
H -0.715722 -1.299271 0.796350 0.44 0.09 0.21 0.13
H 1.420844 1.682661 -1.372380 -0.07 -0.31 0.63 0.46
H 0.851031 1.114545 0.876419 -0.76 0.24 2.05 0.49
O 1.482596 1.008317 -0.650451 -0.19 0.45 -1.04 -0.55
H 2.040652 -0.368201 -1.683180 0.46 -0.41 -0.36 0.48
H 2.807071 -1.184756 -2.845437 -0.56 0.29 0.88 0.47
O 2.299058 -1.248105 -2.010808 0.24 -0.22 -0.60 -0.97
H -1.337479 0.697736 1.599831 -1.22 -0.95 0.38 0.50
H 0.877080 0.207492 2.113427 -0.47 0.71 0.11 0.47
O 0.466154 1.050026 1.823465 1.24 -0.74 -1.67 -0.97
```
Positions in Å, forces in eV/Å.

Entry 5:
The following is a quantum chemistry calculation of a molecular structure, CH10NOSn, from the Open Molecules 2025 dataset.

Computed properties:
HOMO-LUMO gap (spin up / spin down) = 4.176 / 4.176 eV
DFT total energy = -10564.3803 eV
maximum force = 0.062 Eh/bohr
E_LUMO (spin up / spin down) = 3.846 / 3.845 eV
charge = -1
energy above the lowest of the compared OMol25 structures with the same formula, charge and spin = 2.5 kcal per mole

Geometry as XYZ:
```
14
Properties=species:S:1:pos:R:3:forces:R:3:nbo_charge:R:1
C -1.243131 -1.284661 -1.228704 -1.12 -0.06 0.64 -1.15
Sn -0.411569 -0.251556 0.448755 0.92 -1.17 0.73 0.26
N 1.260294 0.727356 -0.991939 0.54 1.01 -1.30 -1.19
H -1.205419 -1.049789 1.703593 -1.17 -0.92 1.23 -0.33
H -1.573417 0.967272 0.576760 -0.53 1.06 -0.14 -0.28
H -2.254908 -1.492555 -0.755941 1.05 -0.10 -1.34 0.22
H -0.565984 -2.155810 -1.294832 -0.74 0.50 -0.67 0.22
H -1.243275 -0.498300 -2.012832 -0.13 -1.10 0.06 0.20
H 2.220935 0.426887 -0.815247 -0.25 0.05 0.06 0.38
H 1.180477 1.750388 -0.927452 0.27 -0.20 -0.12 0.36
H 0.958762 0.425363 -1.922445 0.35 0.15 -0.03 0.36
O 1.281815 0.879228 2.195374 2.35 -1.64 1.40 -0.99
H 0.571266 1.464644 2.282692 -1.90 1.64 0.27 0.46
H 1.024151 0.091531 2.742219 0.35 0.79 -0.80 0.48
```
Positions in Å, forces in eV/Å.

Entry 6:
The following is a quantum chemistry calculation of 4 unconnected molecules or ions with the total composition CH10O3S, from the Open Molecules 2025 dataset.

Computed properties:
HOMO-LUMO gap = 9.783 eV
DFT total energy = -18176.3694 eV
maximum force = 0.038 Eh/bohr
E_LUMO = 0.514 eV
charge = 0
energy above the lowest of the compared OMol25 structures with the same formula, charge and spin = 17.3 kcal per mole

Geometry as XYZ:
```
15
Properties=species:S:1:pos:R:3:forces:R:3:nbo_charge:R:1
C 1.202217 -2.677961 0.377823 -1.11 1.59 -0.33 -0.67
S 0.636638 -0.953108 -0.215395 1.08 -1.18 0.66 -0.09
H 1.303745 -2.538295 1.445863 0.08 -0.42 0.11 0.22
H 2.134512 -2.945111 -0.097214 -0.03 -0.19 -0.14 0.22
H 0.358011 -3.312789 0.141592 0.24 -0.44 0.02 0.22
H 1.736712 -0.510244 0.419569 -0.24 0.64 -0.32 0.12
O 1.887023 1.950541 2.401480 -0.37 -0.26 -0.12 -0.94
H 1.199018 2.561589 2.679650 0.08 0.27 0.11 0.47
H 1.354582 1.270649 1.966550 0.20 -0.02 -0.04 0.47
O -1.559831 2.033551 0.600202 -0.18 -1.01 1.02 -0.93
H -2.201984 1.323163 0.774043 0.51 0.18 0.20 0.47
H -1.919731 2.396748 -0.186835 -0.29 0.83 -1.20 0.46
O -2.414255 0.444158 -3.292985 -0.74 0.50 0.90 -0.93
H -1.679684 0.971588 -2.999910 0.40 0.47 0.45 0.46
H -2.036972 -0.014481 -4.014429 0.37 -0.98 -1.33 0.46
```
Positions in Å, forces in eV/Å.

Entry 7:
The following is a quantum chemistry calculation of 4 unconnected molecules or ions with the total composition CH10O3S, from the Open Molecules 2025 dataset.

Computed properties:
HOMO-LUMO gap = 9.681 eV
DFT total energy = -18176.9378 eV
maximum force = 0.021 Eh/bohr
E_LUMO = 0.625 eV
charge = 0
energy above the lowest of the compared OMol25 structures with the same formula, charge and spin = 4.2 kcal per mole

Geometry as XYZ:
```
15
Properties=species:S:1:pos:R:3:forces:R:3:nbo_charge:R:1
C -2.557484 -1.319675 0.209858 -0.02 0.48 -0.13 -0.72
S -1.814479 0.171618 -0.525840 -0.11 -0.06 -0.07 -0.07
H -2.939595 -1.076724 1.194166 -0.18 -0.07 0.03 0.22
H -1.841039 -2.122051 0.284446 0.19 -0.21 -0.01 0.22
H -3.371731 -1.593017 -0.455516 -0.06 -0.15 0.13 0.22
H -1.397944 0.747830 0.604295 0.13 -0.05 0.07 0.13
O 2.118978 -0.961225 1.086684 0.14 0.92 -0.16 -0.95
H 3.076891 -0.847173 1.123743 -0.02 -0.26 0.06 0.47
H 1.816237 -0.035482 1.180186 -0.15 -0.52 0.06 0.48
O 1.151963 2.244955 0.544133 -0.15 -0.28 -0.21 -0.98
H 0.389934 2.799659 0.327979 0.26 -0.15 0.09 0.47
H 1.231787 1.635291 -0.218820 -0.16 0.43 0.09 0.50
O 1.417748 0.520941 -1.667297 0.36 -0.94 -0.35 -0.96
H 0.904791 0.123613 -2.381698 -0.33 0.53 -0.03 0.48
H 1.813943 -0.288561 -1.306317 0.11 0.32 0.45 0.49
```
Positions in Å, forces in eV/Å.

Entry 8:
The following is a quantum chemistry calculation of 4 unconnected molecules or ions with the total composition CH10O4, from the Open Molecules 2025 dataset.

Computed properties:
HOMO-LUMO gap = 11.131 eV
DFT total energy = -9388.5819 eV
maximum force = 0.036 Eh/bohr
E_LUMO = 0.274 eV
charge = 0
energy above the lowest of the compared OMol25 structures with the same formula, charge and spin = 19.6 kcal per mole

Geometry as XYZ:
```
15
Properties=species:S:1:pos:R:3:forces:R:3:nbo_charge:R:1
C -0.388155 -1.060145 0.732727 0.75 0.83 1.48 -0.27
O -0.670499 -2.412240 0.498557 -0.28 -0.15 -0.17 -0.73
H 0.499305 -0.707161 0.202480 -0.29 0.10 -0.38 0.18
H -1.227354 -0.350698 0.669463 -0.09 -0.33 -0.73 0.16
H -0.118380 -0.930358 1.794209 0.01 -0.43 -0.16 0.18
H -0.492927 -2.607238 -0.428435 -0.01 0.00 0.02 0.48
O 2.135074 1.374852 0.760732 0.27 0.04 0.03 -0.96
H 2.359203 0.697210 1.406382 -0.09 -0.01 0.00 0.49
H 2.861762 2.006645 0.807691 0.01 -0.05 0.01 0.48
O 0.125644 3.023013 -0.518712 0.10 0.04 -0.08 -0.95
H 0.897585 2.543079 -0.185904 -0.30 -0.06 0.03 0.48
H -0.580306 2.371233 -0.513642 0.00 0.02 0.03 0.46
O -1.846842 -1.574688 -2.030913 0.08 -0.03 0.00 -0.94
H -2.099292 -1.676006 -1.105471 -0.13 0.03 -0.06 0.48
H -1.454818 -0.697497 -2.089163 -0.05 0.00 -0.03 0.47
```
Positions in Å, forces in eV/Å.

Entry 9:
The following is a quantum chemistry calculation of 2 unconnected molecules or ions with the total composition CH10Si3, from the Open Molecules 2025 dataset.

Computed properties:
HOMO-LUMO gap = 10.878 eV
DFT total energy = -24828.7064 eV
maximum force = 0.084 Eh/bohr
E_LUMO = 0.470 eV
charge = 0
energy above the lowest of the compared OMol25 structures with the same formula, charge and spin = 14.9 kcal per mole

Geometry as XYZ:
```
14
Properties=species:S:1:pos:R:3:forces:R:3:nbo_charge:R:1
C -0.013200 -0.103325 0.051429 2.88 -2.83 1.48 -1.57
Si -0.900301 0.554922 1.510503 0.34 2.46 -1.49 0.95
Si -0.605526 -1.585320 -1.031583 1.84 -0.66 1.81 0.93
Si 1.271275 1.181965 -0.734538 -0.29 -2.44 2.39 0.93
H 0.943181 -0.904360 0.895654 -2.44 2.20 -2.45 0.25
H -0.112416 1.617762 2.111666 0.79 0.26 0.26 -0.18
H -1.298924 -0.127310 2.626303 -0.79 -2.03 1.67 -0.17
H -1.981171 1.423960 1.083032 -0.90 0.01 -0.36 -0.19
H -1.195069 -2.780314 -0.288893 0.18 0.83 -0.09 -0.15
H -1.448639 -1.274520 -2.090352 -1.40 0.74 -1.31 -0.18
H 0.611783 -2.135939 -1.692970 -0.05 0.09 0.10 -0.17
H 2.362953 0.217333 -0.991891 0.22 0.47 -0.47 -0.15
H 1.634365 2.063589 0.397050 0.06 0.17 -0.32 -0.14
H 0.731689 1.851559 -1.845409 -0.45 0.72 -1.21 -0.16
```
Positions in Å, forces in eV/Å.

Entry 10:
The following is a quantum chemistry calculation of a molecular structure, CH11MnO8, from the Open Molecules 2025 dataset.

Computed properties:
HOMO-LUMO gap (spin up / spin down) = 9.127 / 9.805 eV
spin multiplicity = 6
DFT total energy = -48913.0390 eV
maximum force = 0.082 Eh/bohr
E_LUMO (spin up / spin down) = -3.440 / -3.444 eV
charge = +1
energy above the lowest of the compared OMol25 structures with the same formula, charge and spin = 3.6 kcal per mole

Geometry as XYZ:
```
21
Properties=species:S:1:pos:R:3:forces:R:3:nbo_charge:R:1
Mn 0.134476 0.184429 -0.039762 -0.65 -0.24 -0.34 1.55
C -1.937524 -1.306571 -0.382762 1.02 -1.23 -2.48 0.97
O -1.739524 -0.868571 0.724238 -0.32 0.90 4.11 -0.79
O -2.714524 -2.355571 -0.634762 -0.17 0.12 -0.97 -0.67
O -1.230524 -0.849571 -1.334762 -0.47 -0.30 -1.20 -0.85
H -3.115524 -2.742571 0.143238 -0.07 0.25 0.55 0.50
O -0.703524 1.686429 1.234238 0.67 0.45 1.21 -0.95
H -1.626524 1.723429 1.019238 -1.01 0.14 -0.35 0.51
H -0.705524 1.545429 2.198238 0.09 0.05 -0.42 0.50
O 1.524476 -0.876571 -1.374762 0.08 -0.31 -0.86 -0.96
H 1.090476 -0.949571 -2.253762 0.15 0.10 0.65 0.52
H 1.645476 -1.801571 -1.131762 0.14 -0.13 0.05 0.50
O 0.921476 -0.641571 1.851238 1.61 -0.72 0.09 -0.96
H 1.717476 -1.198571 1.955238 0.01 0.62 -0.48 0.50
H 0.410476 -1.025571 2.546238 -1.45 -0.23 0.70 0.51
O -0.264524 1.700429 -1.650762 -0.43 -0.10 0.25 -0.96
H -0.912524 1.369429 -2.302762 0.62 0.07 0.22 0.52
H 0.609476 1.779429 -2.033762 0.06 0.31 -0.61 0.50
O 2.007476 1.420429 0.276238 -0.45 -0.26 -0.66 -0.96
H 1.957476 1.958429 1.051238 -0.12 0.74 0.81 0.50
H 2.931476 1.248429 0.140238 0.71 -0.23 -0.28 0.51
```
Positions in Å, forces in eV/Å.